(1)
C17H34F3NO6 | the ωB97M-V functional and the def2-TZVPD basis

Its lowest unoccupied orbital energy is 0.7 eV. The SMILES is CCCO[C@](O)(OC[C@H](CCCCCOC)OC)C(F)(F)F.CNC(C)=O. The orbital gap is 9.915 eV. The largest force on an atom is 0.005 hartree/bohr.

```
61
Properties=species:S:1:pos:R:3:forces:R:3:lowdin_charge:R:1
C -6.1151 3.2405 0.0240 0.157 0.071 0.065 -0.1011
C -5.1665 2.1530 0.5247 0.081 0.071 0.014 -0.2336
C -5.2661 0.9173 -0.3526 -0.215 -0.011 -0.078 -0.1793
O -4.5890 -0.2362 0.1412 0.054 0.160 0.158 -0.0061
C -3.2179 -0.3251 -0.0640 -0.074 0.028 -0.184 -0.5218
O -2.4995 0.5679 0.7149 -0.056 0.102 0.051 0.0995
O -2.8465 -0.1728 -1.3811 0.100 -0.121 0.127 0.0005
C -2.3621 1.0902 -1.8518 -0.082 0.151 -0.101 -0.0978
C -0.8305 1.2901 -1.8976 0.084 -0.018 -0.014 -0.3069
C 0.0214 0.0323 -1.6887 0.026 0.131 -0.089 -0.1036
C 0.4738 -0.2311 -0.2439 0.054 -0.137 0.103 -0.1920
C 1.9902 -0.1513 -0.0831 -0.121 0.039 0.132 -0.2004
C 2.4673 -0.6535 1.2773 -0.156 0.057 -0.001 -0.1851
C 1.8349 0.0891 2.4404 -0.149 -0.078 0.021 -0.2507
O 1.9530 1.4811 2.2262 0.250 0.045 0.053 -0.1865
C 1.5149 2.2750 3.3034 -0.147 0.010 -0.020 -0.1093
O -0.4159 2.2820 -0.9711 -0.039 -0.037 0.113 -0.1642
C -0.6484 3.6101 -1.3826 -0.021 0.008 -0.011 -0.0933
C -2.8832 -1.8061 0.3556 -0.059 -0.006 -0.097 -0.5169
F -2.4856 -1.8297 1.6382 -0.039 -0.041 0.169 0.1518
F -1.8989 -2.3182 -0.3799 0.060 -0.064 -0.022 0.1648
F -3.9331 -2.6220 0.2486 0.040 -0.034 -0.058 0.1694
H -7.1471 3.0497 0.3163 -0.033 -0.062 -0.096 0.0744
H -5.8294 4.2120 0.4255 -0.060 0.017 0.060 0.0708
H -6.0643 3.3236 -1.0638 -0.072 -0.016 -0.015 0.0753
H -4.1463 2.5391 0.5303 0.051 -0.060 -0.039 0.0977
H -5.4050 1.8763 1.5545 -0.022 0.011 0.011 0.1178
H -6.3106 0.6082 -0.4141 -0.007 -0.025 0.020 0.1361
H -4.9492 1.1387 -1.3743 0.085 -0.041 -0.003 0.1219
H -2.8821 0.5657 1.6015 0.069 -0.053 -0.033 0.1351
H -2.7949 1.9091 -1.2782 0.009 0.003 0.064 0.1142
H -2.7594 1.1511 -2.8657 -0.003 -0.073 -0.016 0.1351
H -0.6131 1.6679 -2.9049 -0.026 -0.007 -0.028 0.1412
H 0.9136 0.1560 -2.3065 0.015 -0.007 0.001 0.1134
H -0.5188 -0.8223 -2.0969 -0.032 -0.013 0.013 0.1131
H 0.0127 0.4885 0.4280 -0.057 -0.008 -0.003 0.0938
H 0.1455 -1.2221 0.0787 -0.027 0.012 -0.050 0.1050
H 2.4835 -0.7421 -0.8566 0.047 0.048 -0.026 0.0986
H 2.2997 0.8896 -0.1935 0.063 -0.010 -0.151 0.1188
H 3.5533 -0.5887 1.3244 0.025 0.037 0.018 0.0951
H 2.1945 -1.7097 1.3799 0.077 -0.046 0.039 0.1161
H 2.3190 -0.1839 3.3877 0.047 -0.026 -0.022 0.1183
H 0.7741 -0.1877 2.5337 -0.009 0.051 -0.016 0.1190
H 0.6058 2.8176 3.0253 -0.018 -0.020 0.021 0.0829
H 1.2978 1.6736 4.1911 0.024 0.001 0.010 0.0811
H 2.2869 3.0026 3.5605 0.022 0.003 -0.023 0.0833
H 0.2473 4.0350 -1.8469 -0.005 -0.009 -0.037 0.0905
H -0.9051 4.2040 -0.5046 0.055 -0.005 0.002 0.0893
H -1.4742 3.6872 -2.0966 -0.032 0.003 0.012 0.0857
C 5.9092 -4.9864 0.4211 -0.024 0.049 0.042 -0.0817
N 5.4506 -3.6145 0.3876 0.011 -0.008 0.024 0.0087
C 5.2893 -2.8046 -0.6945 -0.020 -0.040 0.003 -0.5383
C 5.6226 -3.3813 -2.0522 -0.007 0.040 -0.007 -0.0103
O 4.8870 -1.6626 -0.5617 0.089 -0.014 -0.062 0.0387
H 5.1479 -5.6440 0.8443 -0.004 -0.013 -0.024 0.0829
H 6.8167 -5.0822 1.0200 0.015 -0.006 -0.022 0.0824
H 6.1305 -5.3295 -0.5846 0.006 -0.017 0.001 0.0692
H 5.2077 -3.1720 1.2603 -0.006 0.006 -0.011 0.1385
H 5.4373 -2.6103 -2.7936 -0.003 0.006 0.012 0.0822
H 6.6689 -3.6848 -2.1051 -0.005 -0.022 -0.004 0.0829
H 5.0009 -4.2492 -2.2750 0.015 -0.015 0.001 0.0835
```
Positions in Å, forces in eV/Å.


(2)
C6H34NO10 | the ωB97M-V functional and the def2-TZVPD basis

Its lowest unoccupied orbital energy is -2.5 eV. The energy relative to the best compared isomer or geometry (same formula, charge and spin) is 1.1672 eV. The charge is +1. The orbital gap is 9.148 eV. The largest force on an atom is 0.053 hartree/bohr.

```
51
Properties=species:S:1:pos:R:3:forces:R:3:lowdin_charge:R:1
C -1.6306 -0.6316 -1.1908 0.314 2.487 -1.031 -0.1708
C -0.6867 -1.0459 -2.3508 0.405 -0.820 1.646 -0.1505
C 0.8006 -1.2529 -1.9415 -0.763 0.757 -1.370 -0.1889
C 3.3569 1.5554 -1.0140 0.460 1.337 -1.921 -0.1144
C 2.6595 0.3249 -1.5493 0.646 1.314 2.195 -0.1458
C 1.3673 0.0606 -1.4317 0.231 -1.642 -0.474 -0.1211
N -1.4405 -1.2294 0.1514 -1.114 -0.933 -0.834 0.1876
H -1.5138 0.4335 -0.9898 0.165 0.175 -0.138 0.1032
H -2.6336 -0.6881 -1.6009 -0.298 -0.520 0.756 0.1244
H -1.1140 -1.9860 -2.6801 0.391 0.057 -0.725 0.0779
H -0.7207 -0.2671 -3.1141 -0.342 -0.150 0.024 0.1281
H 0.9051 -2.1405 -1.3227 0.049 0.285 0.250 0.0739
H 1.3352 -1.4583 -2.8745 -0.042 -0.295 0.115 0.1197
H 2.9098 2.4142 -0.5055 -0.849 -0.901 0.561 0.0731
H 4.3082 1.3358 -0.5274 -0.190 -0.142 -0.055 0.0678
H 3.5929 2.0846 -1.9629 0.644 -0.203 0.234 0.0812
H 3.4679 -0.3270 -1.8984 -0.968 -0.446 -0.345 0.1240
H 0.6205 0.7382 -1.0472 0.355 0.527 0.366 0.0889
H -1.8899 -2.1477 0.1674 0.777 -0.432 -0.284 0.1269
H -1.9628 -0.7674 0.8948 0.553 0.687 -0.025 0.1486
H -0.4455 -1.3049 0.3636 -0.190 -0.152 0.326 0.1099
H -1.8239 3.6800 -1.3843 0.002 0.063 -0.072 0.0293
H -0.2693 3.3571 -1.7515 -0.347 0.217 -0.314 0.0619
O -0.9450 3.4145 -1.0729 0.512 -0.392 0.496 -0.0555
H -0.7258 -2.2286 3.3810 0.033 0.027 0.071 0.0723
H 0.1294 -1.1728 2.6066 -0.486 0.221 0.094 0.0248
O -0.4986 -1.9387 2.4929 0.235 -0.172 0.298 -0.0836
H 2.3201 -2.1731 0.4739 0.181 -0.112 0.277 0.0157
H 3.2841 -2.6469 1.5820 -0.078 -0.121 -0.086 0.0644
O 2.8934 -1.8608 1.1904 0.299 0.210 -0.004 -0.0518
H 3.7013 -0.2105 1.7524 -0.693 0.089 -0.561 0.0253
H 4.0799 0.8416 2.6852 -0.390 0.661 0.157 0.0713
O 3.3958 0.6766 2.0205 1.264 -0.667 0.328 -0.0646
H -0.7051 2.8627 0.5557 -0.139 -0.042 -0.064 0.0185
H -0.6916 3.2527 2.0478 -0.023 -0.058 0.047 0.0844
O -0.7311 2.4864 1.4644 0.132 0.025 0.019 -0.0691
H 0.3725 1.1962 2.1364 0.393 -0.199 -0.076 0.0142
H 1.6555 0.2159 2.2668 0.030 0.879 0.079 0.0088
O 0.7530 0.4135 2.5804 -0.389 -0.771 0.022 -0.0735
H -2.6121 -3.2570 -2.4241 0.240 0.304 -0.022 0.0671
H -3.1507 -3.9295 -1.2319 0.102 0.076 0.385 0.0760
O -2.5540 -3.2025 -1.4613 -0.722 -0.930 -0.242 -0.0454
H 0.6927 -4.2309 0.4354 0.157 0.012 -0.568 0.0823
H 0.4561 -3.1268 1.3902 -0.100 0.665 0.284 0.0251
O 0.7371 -3.2664 0.4716 -0.361 -1.073 0.280 -0.0761
H -3.9725 1.3571 2.0938 0.169 0.031 0.096 0.0463
H -2.4927 1.6728 1.6254 -0.301 0.446 0.143 0.0052
O -3.4397 1.8218 1.4418 0.016 -0.345 -0.299 -0.0627
H -3.6326 4.8712 -0.1692 -0.026 -0.007 -0.027 0.0634
H -3.9675 3.3750 -0.1140 0.177 -0.081 0.133 0.0277
O -3.5446 4.0489 -0.6610 -0.122 0.057 -0.146 -0.0454
```
Positions in Å, forces in eV/Å.